Below is a structure of composition C16H50BGaNO18P4, with properties calculated with ωB97M-V with the def2-TZVPD basis set.

Each line ends with the Mulliken charge.
Cartesian coordinates (Å):
Ga (-0.09, 3.57, -0.98)  0.603
P (8.27, 3.83, 4.81)  0.967
P (-2.58, -6.36, -4.27)  0.954
P (-0.90, -3.10, -0.10)  1.307
P (-7.55, 3.14, 0.76)  0.972
O (-9.09, 2.57, 1.31)  -0.463
O (-8.15, 3.63, -0.57)  -0.595
O (-7.09, 1.55, 0.59)  -0.337
O (7.01, 4.89, 5.01)  -0.313
O (-2.59, -3.03, 0.23)  -0.249
O (-2.33, 1.57, -1.51)  -0.679
O (9.26, 5.17, 4.36)  -0.449
O (-2.00, -5.33, -3.29)  -0.487
O (-1.12, -7.28, -4.09)  -0.309
O (-6.01, 3.70, 0.21)  -0.319
O (2.82, 2.91, -1.35)  -0.376
O (-0.76, -4.59, 0.60)  -0.385
O (-2.17, -5.93, -5.82)  -0.325
O (-0.69, -2.02, 0.97)  -0.677
O (8.25, 3.29, 3.38)  -0.514
O (7.27, 2.49, 5.27)  -0.313
O (0.80, -3.16, -0.43)  -0.466
O (-4.03, -5.45, -4.45)  -0.452
N (-1.75, 1.69, 1.03)  -0.658
C (-10.00, 2.04, 0.36)  -0.607
C (-7.29, 0.66, 1.68)  -0.733
C (6.18, 1.56, 0.23)  -0.668
C (-3.96, -4.03, -4.41)  -0.486
C (-0.11, -5.63, -0.12)  -0.800
C (-4.97, 2.79, -0.11)  -0.284
C (5.93, 2.68, 5.67)  -0.497
C (7.22, 6.06, 5.79)  -0.740
C (1.79, 3.07, -0.27)  -0.410
C (5.23, 1.87, -1.11)  -0.238
C (9.09, 5.74, 3.07)  -0.592
C (-0.20, -7.41, -5.16)  -0.528
C (-3.25, -4.12, 0.85)  -0.558
C (-3.12, -6.11, -6.85)  -0.735
C (4.10, 2.99, -0.57)  -0.418
C (1.71, -2.97, 0.64)  -0.615
B (-1.51, 2.16, -0.42)  0.176
H (6.13, 0.43, 0.56)  0.215
H (7.28, 1.82, -0.10)  0.218
H (-0.10, 3.68, -2.59)  -0.326
H (5.35, 3.13, 4.86)  0.263
H (7.34, 6.92, 5.12)  0.229
H (1.82, -1.90, 0.85)  0.225
H (-0.52, 5.00, -0.32)  -0.386
H (-4.31, -3.84, 0.97)  0.249
H (-3.21, -5.00, 0.21)  0.207
H (-3.56, -5.14, -7.11)  0.234
H (1.40, -3.50, 1.54)  0.318
H (8.03, 5.84, 2.82)  0.331
H (-0.04, -5.40, -1.18)  0.392
H (5.50, 1.70, 5.89)  0.262
H (-8.16, 0.03, 1.46)  0.234
H (-3.90, -3.68, -3.38)  0.150
H (9.60, 5.13, 2.32)  0.237
H (4.73, 0.90, -1.54)  0.225
H (-2.84, -4.32, 1.83)  0.268
H (8.10, 5.97, 6.43)  0.366
H (-6.42, 0.02, 1.78)  0.279
H (9.54, 6.73, 3.07)  0.237
H (-2.62, -6.51, -7.74)  0.290
H (-0.67, -7.93, -5.99)  0.243
H (-1.56, 0.65, 0.97)  0.250
H (-3.92, -6.81, -6.56)  0.370
H (-9.50, 1.38, -0.36)  0.318
H (-4.68, 2.23, 0.78)  -0.017
H (-4.11, 3.37, -0.45)  0.297
H (-7.45, 1.20, 2.62)  0.367
H (2.13, 3.97, 0.45)  0.165
H (2.69, -3.36, 0.33)  0.226
H (0.64, -8.01, -4.80)  0.263
H (5.91, 2.36, -1.93)  0.201
H (-2.79, 1.74, 1.21)  0.199
H (3.86, 2.64, 0.54)  0.306
H (-3.10, -3.65, -4.98)  0.321
H (0.89, -5.77, 0.30)  0.262
H (0.18, -6.43, -5.46)  0.265
H (-10.75, 1.46, 0.90)  0.241
H (5.93, 2.28, 1.13)  0.143
H (-5.27, 2.12, -0.92)  0.278
H (-10.51, 2.85, -0.17)  0.248
H (-1.67, 1.19, -2.18)  0.246
H (6.34, 6.23, 6.42)  0.286
H (1.75, 2.03, 0.31)  0.169
H (-4.87, -3.62, -4.86)  0.239
H (-0.67, -6.56, 0.01)  0.283
H (5.89, 3.28, 6.57)  0.232
H (4.55, 4.08, -0.54)  0.183

Output
- charge = -1
- total energy (a.u.) = -5363.22739
- HOMO (eV) = -3.801
- gap between HOMO and LUMO (hartree) = 0.071


Below is a cluster of 2 separate species, C2H8BCl4NO3P in total, with properties calculated with ωB97M-V with the def2-TZVPD basis set.

Each line ends with the Mulliken charge.
Cartesian coordinates (Å):
Cl (-5.07, -0.09, -0.17)  -0.095
Cl (-6.44, -1.31, 2.05)  -0.081
Cl (-3.65, -0.63, 2.29)  -0.151
Cl (-4.46, -2.80, 0.58)  -0.091
P (1.41, 0.69, 0.32)  0.120
O (4.00, 1.85, -0.21)  -0.506
O (-1.70, -0.25, -0.27)  -0.193
O (-0.56, -0.53, -1.09)  -0.244
N (3.86, -0.62, -0.38)  -0.351
C (-4.91, -1.21, 1.18)  0.401
C (0.24, 0.59, -1.16)  -0.387
B (3.34, 0.68, -0.18)  0.318
H (1.17, -0.48, 1.02)  0.157
H (3.65, -1.09, -1.25)  0.283
H (0.85, 0.49, -2.06)  0.348
H (4.85, -0.68, -0.17)  0.262
H (-1.38, -0.16, 0.64)  0.284
H (-0.34, 1.51, -1.21)  0.382
H (1.08, 1.76, 1.16)  0.199
H (4.06, 2.27, -1.08)  0.345

Output
- charge = +1
- total energy (a.u.) = -2568.11739
- HOMO (eV) = -13.304
- gap between HOMO and LUMO (hartree) = 0.325